Entry 1:
Below is C26H33F4N7OTi as an isolated structure, with properties calculated with ωB97M-V/def2-TZVPD.

Output
* DFT total energy: -73949.4557 eV
* energy relative to the best compared isomer or geometry (same formula, charge and spin): 0.000 eV

```
! RIJCOSX wB97M-V def2-TZVPD def2/J DEFGRID3
* xyz 2 1
Ti 0.2232 0.1768 -0.4349
O 3.4047 -1.5922 1.1180
C 2.5927 -0.8281 0.6447
N 1.2493 -0.7470 1.0097
C 1.0261 -1.6382 2.1767
C 0.0551 -1.2873 3.2881
C 0.3025 -1.8750 4.5273
C -0.5629 -1.6278 5.5750
C -1.6553 -0.7942 5.3671
C -1.8313 -0.2592 4.1103
N -0.9969 -0.5020 3.0877
C 3.0621 0.1047 -0.4439
C 4.4075 0.2046 -0.7377
C 4.7974 1.0862 -1.7343
C 3.8301 1.8258 -2.4046
C 2.5047 1.6559 -2.0677
N 2.1251 0.8116 -1.0947
H 1.9948 -1.7536 2.6594
H 0.7886 -2.6483 1.8268
H 1.1692 -2.5083 4.6645
H -0.3853 -2.0710 6.5457
H -2.3531 -0.5687 6.1605
H -2.6734 0.3899 3.8979
H 5.1081 -0.4020 -0.1821
H 5.8433 1.1964 -1.9882
H 4.0956 2.5229 -3.1865
H 1.7213 2.2023 -2.5723
C 0.9258 3.2620 0.1508
N 0.3898 2.0711 0.8550
C 1.1100 1.9837 2.1461
C -1.0528 2.2806 1.0996
C -1.7847 2.2912 -0.2363
N -1.0903 1.4098 -1.1903
C -1.6040 1.4174 -2.5052
C -0.8227 0.8566 -3.5088
F 0.3535 0.2992 -3.1023
C -1.1644 0.8307 -4.8407
F -0.3255 0.2696 -5.7055
C -2.3641 1.3766 -5.2499
C -3.1769 1.9257 -4.2797
F -4.3466 2.4472 -4.6135
C -2.8249 1.9473 -2.9352
F -3.7054 2.4748 -2.0804
H 0.6906 4.1577 0.7306
H 0.4916 3.3552 -0.8407
H 2.0060 3.1800 0.0695
H 1.0079 2.9307 2.6820
H 2.1663 1.8013 1.9561
H 0.7021 1.1831 2.7495
H -1.2182 3.2366 1.6054
H -1.3974 1.4919 1.7661
H -1.8307 3.3026 -0.6436
H -2.8202 1.9819 -0.0808
H -2.6642 1.3665 -6.2885
N -1.5619 -0.7868 0.3820
C -2.0900 -2.1760 0.2288
C -2.1443 -2.6100 -1.2346
C -1.0251 -3.5748 -1.6224
C 0.3561 -3.1577 -1.1580
N 0.7058 -1.7787 -1.6065
H -1.4381 -0.6102 1.4059
H -2.3243 -0.1752 0.1030
H -3.0825 -2.1994 0.6786
H -1.4656 -2.8417 0.8249
H -2.1196 -1.7157 -1.8686
H -3.1015 -3.0858 -1.4443
H -1.0215 -3.7182 -2.7061
H -1.2247 -4.5587 -1.1925
H 1.0961 -3.8535 -1.5551
H 0.4467 -3.1859 -0.0752
H 0.4672 -1.7018 -2.5928
H 1.7234 -1.7319 -1.6052
*
```

***

Entry 2:
Below is a 4-piece molecular cluster, C28H26N2O9 overall, with properties calculated with ωB97M-V/def2-TZVPD.

Output
* DFT total energy: -50860.5960 eV
* SMILES: COCCC[C@@H](C#N)[C@H](C#N)CC(=O)O.O=C1C=CC(=O)C=C1.O=C1C=CC(=O)C=C1.O=C1C=CC(=O)C=C1

```
! RIJCOSX wB97M-V def2-TZVPD def2/J DEFGRID3
* xyz 0 1
C -1.9667 3.4236 -2.0986
O -2.1952 2.1844 -1.4545
C -2.0255 2.2072 -0.0535
C -1.9176 0.7895 0.4605
C -0.5711 0.1204 0.1785
C 0.6479 0.8759 0.7294
C 0.3686 1.5881 1.9804
N 0.0971 2.2317 2.8904
C 1.9465 0.0221 0.8025
C 2.4067 -0.1597 -0.5766
N 2.7033 -0.2600 -1.6797
C 1.8850 -1.3534 1.4891
C 2.1362 -1.2971 2.9720
O 1.9621 -0.3475 3.6650
O 2.7087 -2.4562 3.4683
H -2.9131 3.8823 -2.3944
H -1.3607 3.2555 -2.9879
H -1.4368 4.1268 -1.4526
H -2.8972 2.6818 0.4189
H -1.1659 2.8242 0.2265
H -2.6816 0.1982 -0.0471
H -2.1336 0.7646 1.5289
H -0.6097 -0.9049 0.5422
H -0.4471 0.0610 -0.9051
H 0.8652 1.6749 0.0142
H 2.7084 0.6120 1.3175
H 2.6344 -2.0168 1.0621
H 0.9314 -1.8588 1.3323
H 2.0292 -3.1246 3.6092
O -6.3837 1.4221 5.6054
C -6.0364 2.2098 4.7526
C -7.0049 2.7468 3.7622
C -6.6247 3.6070 2.8218
C -5.2168 4.0695 2.7258
O -4.8714 4.8511 1.8664
C -4.2484 3.5341 3.7163
C -4.6286 2.6714 4.6548
H -8.0246 2.3950 3.8534
H -7.3103 4.0094 2.0871
H -3.2266 3.8814 3.6239
H -3.9403 2.2653 5.3851
O -0.0214 2.2366 -3.8528
C -0.2575 1.1911 -4.4208
C -1.5036 1.0114 -5.2089
C -1.7695 -0.1374 -5.8239
C -0.8327 -1.2878 -5.7470
O -1.0793 -2.3349 -6.3060
C 0.4109 -1.1061 -4.9585
C 0.6822 0.0439 -4.3470
H -2.1723 1.8619 -5.2472
H -2.6709 -0.2944 -6.4026
H 1.0758 -1.9592 -4.9114
H 1.5808 0.1917 -3.7616
O 8.4800 -5.7001 0.0107
C 7.3556 -5.2524 0.0416
C 6.7592 -4.7522 1.3075
C 5.5228 -4.2628 1.3407
C 4.6931 -4.1981 0.1134
O 3.5647 -3.7491 0.1482
C 5.2843 -4.6922 -1.1525
C 6.5206 -5.1815 -1.1859
H 7.3872 -4.8108 2.1872
H 5.0629 -3.8893 2.2479
H 4.6565 -4.6274 -2.0318
H 6.9782 -5.5480 -2.0958
*
```

***

Entry 3:
Below is the molecule C4H10N2, with properties calculated with ωB97M-V/def2-TZVPD.

Output
* DFT total energy: -7286.0393 eV
* energy relative to the best compared isomer or geometry (same formula, charge and spin): 4.580 eV
* SMILES: C=NN(C)CC

```
! RIJCOSX wB97M-V def2-TZVPD def2/J DEFGRID3
* xyz 0 1
C 1.9554 -0.9209 -0.0607
N 1.4848 0.3308 -0.1538
N 0.2947 0.7751 -0.6089
C -0.0488 1.9158 0.2649
C -0.7761 -0.2447 -0.8319
C -1.2379 -1.0862 0.3590
H 1.6324 -1.9206 -0.4207
H 2.8790 -0.9456 0.6945
H 0.2322 1.6953 1.4529
H -1.3612 2.0274 0.0383
H 0.6365 2.8160 -0.2228
H -0.2433 -0.8773 -1.5203
H -1.5413 0.3344 -1.2737
H -0.3492 -1.7773 0.6939
H -2.1796 -1.6910 0.2114
H -1.3778 -0.4313 1.3779
*
```

***

Entry 4:
Below is the molecule C5H7PS, with properties calculated with ωB97M-V/def2-TZVPD.

Output
* DFT total energy: -25419.4827 eV
* energy relative to the best compared isomer or geometry (same formula, charge and spin): 2.461 eV
* SMILES: C/P=C\C=C/C=S

```
! RIJCOSX wB97M-V def2-TZVPD def2/J DEFGRID3
* xyz 0 1
C -2.5234 0.8662 -0.3619
P -1.5896 -0.2802 -1.5615
C -0.0034 -0.5598 -1.0443
C 0.8017 -0.2581 0.1447
C 2.1642 -0.0262 0.1422
C 3.0988 -0.1175 -0.9124
S 3.0443 -0.7913 -2.3925
H -2.9729 0.2764 0.4763
H -1.8808 1.4753 0.2109
H -3.3057 1.4554 -0.8885
H 0.4958 -1.0071 -1.8988
H 0.4946 -0.1665 1.2237
H 2.7322 0.0878 1.0249
H 4.0120 0.3227 -0.7425
*
```

***

> Number 4 is which compound?

C5H7PS

***

> Look up the DFT total energy of the third one.

-7286.0393 eV

***

Copy entry 2 word for word.
Below is a 4-piece molecular cluster, C28H26N2O9 overall, with properties calculated with ωB97M-V/def2-TZVPD.

Output
* DFT total energy: -50860.5960 eV
* SMILES: COCCC[C@@H](C#N)[C@H](C#N)CC(=O)O.O=C1C=CC(=O)C=C1.O=C1C=CC(=O)C=C1.O=C1C=CC(=O)C=C1

```
! RIJCOSX wB97M-V def2-TZVPD def2/J DEFGRID3
* xyz 0 1
C -1.9667 3.4236 -2.0986
O -2.1952 2.1844 -1.4545
C -2.0255 2.2072 -0.0535
C -1.9176 0.7895 0.4605
C -0.5711 0.1204 0.1785
C 0.6479 0.8759 0.7294
C 0.3686 1.5881 1.9804
N 0.0971 2.2317 2.8904
C 1.9465 0.0221 0.8025
C 2.4067 -0.1597 -0.5766
N 2.7033 -0.2600 -1.6797
C 1.8850 -1.3534 1.4891
C 2.1362 -1.2971 2.9720
O 1.9621 -0.3475 3.6650
O 2.7087 -2.4562 3.4683
H -2.9131 3.8823 -2.3944
H -1.3607 3.2555 -2.9879
H -1.4368 4.1268 -1.4526
H -2.8972 2.6818 0.4189
H -1.1659 2.8242 0.2265
H -2.6816 0.1982 -0.0471
H -2.1336 0.7646 1.5289
H -0.6097 -0.9049 0.5422
H -0.4471 0.0610 -0.9051
H 0.8652 1.6749 0.0142
H 2.7084 0.6120 1.3175
H 2.6344 -2.0168 1.0621
H 0.9314 -1.8588 1.3323
H 2.0292 -3.1246 3.6092
O -6.3837 1.4221 5.6054
C -6.0364 2.2098 4.7526
C -7.0049 2.7468 3.7622
C -6.6247 3.6070 2.8218
C -5.2168 4.0695 2.7258
O -4.8714 4.8511 1.8664
C -4.2484 3.5341 3.7163
C -4.6286 2.6714 4.6548
H -8.0246 2.3950 3.8534
H -7.3103 4.0094 2.0871
H -3.2266 3.8814 3.6239
H -3.9403 2.2653 5.3851
O -0.0214 2.2366 -3.8528
C -0.2575 1.1911 -4.4208
C -1.5036 1.0114 -5.2089
C -1.7695 -0.1374 -5.8239
C -0.8327 -1.2878 -5.7470
O -1.0793 -2.3349 -6.3060
C 0.4109 -1.1061 -4.9585
C 0.6822 0.0439 -4.3470
H -2.1723 1.8619 -5.2472
H -2.6709 -0.2944 -6.4026
H 1.0758 -1.9592 -4.9114
H 1.5808 0.1917 -3.7616
O 8.4800 -5.7001 0.0107
C 7.3556 -5.2524 0.0416
C 6.7592 -4.7522 1.3075
C 5.5228 -4.2628 1.3407
C 4.6931 -4.1981 0.1134
O 3.5647 -3.7491 0.1482
C 5.2843 -4.6922 -1.1525
C 6.5206 -5.1815 -1.1859
H 7.3872 -4.8108 2.1872
H 5.0629 -3.8893 2.2479
H 4.6565 -4.6274 -2.0318
H 6.9782 -5.5480 -2.0958
*
```

***

> The lowest DFT total energy belongs to which entry?

C26H33F4N7OTi